{
  "formula": "CFeO3",
  "method": "ωB97M-V with the def2-TZVPD basis set",
  "species": ["O", "C", "O", "O", "Fe"],
  "xyz": [[0.49, -0.42, -0.66], [0.89, 0.53, -0.04], [1.68, 1.33, 0.27], [-1.78, -0.15, 0.85], [-1.27, -1.28, -0.42]],
  "relative_energy_ev": 0.0000,
  "spin_multiplicity": 6,
  "homo_lumo_gap_ev": [9.96, 8.93],
  "fmax_ha_per_bohr": 0.088,
  "total_charge": 1,
  "lumo_energy_ev": [-6.6, -7.2]
}